{
  "formula": "C30H25CdCl4N5O5S",
  "method": "ωB97M-V with the def2-TZVPD basis set",
  "elements": ["Cd", "C", "O", "C", "C", "C", "C", "C", "C", "N", "N", "C", "O", "C", "C", "C", "C", "C", "C", "C", "O", "H", "H", "H", "H", "H", "H", "H", "H", "H", "H", "H", "H", "Cl", "C", "C", "Cl", "C", "Cl", "C", "O", "C", "O", "C", "Cl", "C", "C", "C", "C", "N", "C", "C", "H", "H", "H", "H", "H", "H", "H", "S", "C", "N", "C", "C", "N", "H", "H", "H", "H", "H", "H"],
  "positions_angstrom": [[-0.661416, 0.866464, -1.471750], [2.536736, 4.021952, -1.748827], [2.561438, 4.587615, -0.457063], [1.598774, 4.247544, 0.482067], [1.745009, 4.913163, 1.676185], [0.883159, 4.683633, 2.748432], [-0.110947, 3.748767, 2.608546], [-0.302798, 3.044830, 1.407834], [-1.341465, 2.063539, 1.390690], [-1.703529, 1.314007, 0.405195], [-2.753863, 0.485723, 0.669685], [-3.086678, -0.316559, -0.326624], [-2.537111, -0.440446, -1.449909], [-4.292543, -1.147401, -0.018622], [-4.915143, -1.874807, -1.030623], [-6.053757, -2.612669, -0.764465], [-6.582854, -2.641561, 0.516485], [-5.964926, -1.927716, 1.532730], [-4.829601, -1.187328, 1.266458], [0.529695, 3.303704, 0.263219], [0.346340, 2.770867, -0.872443], [3.446973, 4.384730, -2.237932], [1.663128, 4.349365, -2.317377], [2.550946, 2.931588, -1.717007], [2.552020, 5.629536, 1.755219], [1.009699, 5.243714, 3.667016], [-0.767900, 3.534063, 3.445959], [-1.892431, 1.943440, 2.335704], [-4.484359, -1.848852, -2.020713], [-6.535557, -3.172689, -1.558135], [-7.465319, -3.232274, 0.727838], [-6.377948, -1.955853, 2.534617], [-4.330520, -0.622054, 2.038310], [-0.049996, -0.055746, -8.265823], [0.183193, -0.178855, -6.556117], [1.010600, -1.146611, -6.034603], [1.838506, -2.249714, -7.080616], [1.166081, -1.222248, -4.647554], [2.235702, -2.422475, -3.980960], [0.502154, -0.388818, -3.747848], [0.641681, -0.501834, -2.474397], [-0.362507, 0.649825, -4.302142], [-0.977841, 1.464215, -3.528606], [-0.472018, 0.702099, -5.693805], [-1.488315, 1.929320, -6.377438], [5.769172, 1.100270, 1.718876], [4.362730, 0.906078, 1.232322], [4.083776, 0.487723, -0.060030], [2.762839, 0.299085, -0.442496], [1.740745, 0.512075, 0.367180], [2.001087, 0.915943, 1.598898], [3.282772, 1.125610, 2.077992], [6.488597, 0.819953, 0.952085], [5.946047, 0.492558, 2.606797], [5.931019, 2.143698, 1.987954], [4.886087, 0.305572, -0.760661], [2.498163, -0.055626, -1.428959], [1.143506, 1.068005, 2.237581], [3.441097, 1.453847, 3.095517], [0.696578, -1.957983, 1.523120], [0.164114, -3.330349, 2.221832], [0.966633, -4.304478, 2.764023], [0.192202, -5.440960, 3.203827], [-1.230764, -4.857155, 3.275918], [-1.129969, -3.702361, 2.418219], [1.891075, -4.428119, 2.390825], [0.549670, -5.786960, 4.178326], [0.245108, -6.279561, 2.496538], [-1.485513, -4.571110, 4.305776], [-1.988084, -5.557713, 2.915785], [-1.869180, -3.025233, 2.331964]],
  "forces_ev_per_angstrom": [[0.24, 0.22, 0.12], [0.11, -0.19, -0.49], [-0.36, -0.03, 0.52], [0.37, 0.28, -0.05], [-0.04, -0.11, -0.26], [-0.01, 0.07, 0.28], [-0.07, -0.08, 0.09], [0.63, 0.51, -0.26], [-0.65, -0.52, -0.14], [0.14, 0.29, 0.66], [-0.63, -0.28, 0.52], [0.32, 0.36, 0.24], [-0.28, -0.25, -0.04], [-0.30, -0.17, -0.01], [0.27, 0.15, 0.03], [-0.18, -0.14, 0.00], [-0.11, -0.14, 0.00], [-0.12, -0.12, 0.07], [0.09, 0.01, 0.01], [-0.13, 0.26, 0.15], [0.13, 0.32, -0.06], [-0.06, 0.00, 0.06], [0.07, -0.13, 0.02], [-0.01, 0.12, -0.09], [0.08, 0.05, -0.01], [-0.03, -0.06, 0.05], [-0.06, -0.02, -0.02], [-0.02, -0.03, -0.24], [0.08, 0.06, -0.06], [0.02, 0.01, -0.01], [-0.07, -0.01, -0.01], [0.02, 0.02, 0.03], [0.01, 0.08, 0.04], [0.00, -0.02, -0.34], [0.21, -0.23, 0.03], [-0.15, 0.21, -0.19], [0.14, -0.18, -0.15], [0.06, -0.10, 0.21], [0.09, -0.10, 0.16], [0.01, -0.02, -0.63], [0.37, -0.23, 0.19], [0.13, -0.19, -0.30], [-0.07, 0.23, -0.21], [-0.10, 0.08, -0.02], [-0.22, 0.27, 0.05], [-0.09, 0.02, -0.02], [-0.10, -0.05, -0.03], [0.03, 0.06, 0.16], [0.26, -0.07, -0.26], [-0.31, -0.05, -0.13], [0.18, 0.11, 0.35], [0.05, -0.02, -0.10], [0.08, 0.00, -0.01], [0.08, -0.01, 0.04], [0.09, 0.06, 0.03], [0.05, -0.06, -0.11], [-0.01, -0.02, -0.18], [-0.03, -0.01, 0.12], [-0.04, 0.05, 0.12], [0.01, 0.15, -0.26], [0.13, 0.26, 0.04], [-0.23, -0.17, 0.13], [-0.02, -0.35, 0.08], [-0.17, -0.18, 0.26], [0.14, -0.21, 0.01], [-0.01, 0.23, -0.06], [-0.16, -0.09, -0.07], [-0.05, 0.08, 0.03], [0.03, -0.05, -0.06], [0.07, 0.00, 0.07], [0.10, 0.11, -0.12]],
  "charge": -2,
  "orbital_gap_ev": 4.83
}

{
  "formula": "C30H25F5",
  "method": "ωB97M-V with the def2-TZVPD basis set",
  "elements": ["F", "C", "C", "C", "C", "C", "C", "H", "H", "H", "H", "H", "F", "C", "C", "C", "C", "C", "C", "H", "H", "H", "H", "H", "F", "C", "C", "C", "C", "C", "C", "H", "H", "H", "H", "H", "F", "C", "C", "C", "C", "C", "C", "H", "H", "H", "H", "H", "F", "C", "C", "C", "C", "C", "C", "H", "H", "H", "H", "H"],
  "positions_angstrom": [[1.674286, -2.340694, -2.272983], [2.153476, -1.113324, -2.364993], [3.463286, -1.021144, -1.984423], [4.076236, 0.194966, -2.079413], [3.306936, 1.276086, -2.493013], [1.949676, 1.215686, -2.757363], [1.327266, -0.017334, -2.633383], [4.028896, -1.901904, -1.718413], [5.065166, 0.393186, -1.693253], [3.769176, 2.249676, -2.423363], [1.451806, 2.128636, -3.048993], [0.281706, -0.038324, -2.903143], [7.201886, -1.841384, 3.485907], [6.113426, -2.102384, 2.805897], [5.404996, -1.018094, 2.238557], [4.246186, -1.282844, 1.492207], [3.759226, -2.564714, 1.421887], [4.493116, -3.592574, 2.020017], [5.708286, -3.418894, 2.688557], [5.959116, -0.091094, 2.233767], [3.760766, -0.464344, 0.981497], [2.857326, -2.859784, 0.906227], [4.075036, -4.569724, 1.828207], [6.148806, -4.221384, 3.261577], [-7.590794, -2.508374, 0.934617], [-6.721344, -1.509654, 1.121737], [-5.410044, -1.753744, 0.921197], [-4.468914, -0.693344, 1.153477], [-4.899784, 0.528756, 1.686817], [-6.293574, 0.811676, 1.914427], [-7.182914, -0.251824, 1.583757], [-5.222944, -2.783664, 0.655387], [-3.419504, -0.939544, 1.220717], [-4.114374, 1.233396, 1.917047], [-6.634724, 1.739786, 2.348737], [-8.216684, -0.058824, 1.829697], [-2.690494, -0.434604, -5.144713], [-2.485094, 0.445146, -4.190323], [-2.017084, 1.705976, -4.493543], [-1.865234, 2.612196, -3.408453], [-2.258754, 2.206596, -2.096703], [-2.758214, 0.949856, -1.860813], [-2.854054, 0.099776, -2.903943], [-1.819124, 1.903676, -5.536673], [-1.441524, 3.578746, -3.637903], [-2.183794, 2.986346, -1.353213], [-2.861974, 0.505446, -0.881973], [-3.242814, -0.907604, -2.882403], [-1.282944, 1.952546, 3.938777], [-0.407334, 1.730346, 2.954477], [0.968096, 1.966006, 3.247787], [1.920016, 1.762556, 2.228777], [1.430296, 1.283346, 0.969947], [0.142066, 0.934596, 0.773797], [-0.781494, 1.168446, 1.772327], [1.320546, 2.209266, 4.239257], [2.983196, 1.951916, 2.215067], [2.143826, 0.913896, 0.248307], [-0.200954, 0.515096, -0.160413], [-1.857624, 1.147476, 1.683367]],
  "forces_ev_per_angstrom": [[-1.24, -1.18, -0.24], [-0.69, 0.73, 0.75], [0.96, -0.24, -0.51], [-0.49, 1.21, 0.33], [0.62, 1.05, 0.64], [0.91, -0.48, 0.19], [0.28, 0.05, -0.92], [-0.22, -0.17, 0.15], [0.23, -0.27, -0.27], [0.11, 0.18, -0.37], [-0.37, -0.15, 0.09], [-0.17, -0.69, 0.21], [1.43, 0.44, 0.79], [-1.73, 0.31, -0.92], [0.81, -1.54, -0.47], [0.70, 0.97, 0.56], [0.63, -0.88, 0.39], [-0.22, -0.28, -0.65], [-1.52, 0.55, 0.11], [-0.46, 0.39, 0.13], [-0.12, 0.02, 0.01], [-0.08, 0.36, -0.15], [0.21, -0.35, 0.46], [0.37, 0.00, -0.29], [-0.41, -0.09, -0.04], [-0.90, 2.12, 0.72], [1.33, 0.88, 0.01], [-1.54, -0.92, 1.14], [-0.91, -0.23, -0.39], [1.33, -2.82, -1.29], [0.64, 1.07, 0.75], [0.80, 0.06, -0.17], [0.17, 0.10, -0.51], [-0.19, 0.31, 0.18], [-0.05, -0.05, -0.09], [-0.26, -0.43, -0.29], [-0.02, -0.90, -1.08], [-0.31, 1.56, 1.15], [0.16, 0.22, 0.98], [-0.70, -1.68, -0.19], [0.82, 2.04, -1.58], [0.83, -0.11, 0.92], [-0.30, -1.84, -2.01], [0.27, 0.43, 0.04], [-0.15, 0.19, 0.35], [0.11, -0.28, 0.43], [-0.57, 0.54, 0.30], [-0.05, -0.19, 0.72], [-0.46, 0.09, 0.01], [2.99, -0.20, 0.81], [0.54, -0.29, -0.97], [-2.23, -0.34, -1.39], [2.03, -0.56, 1.23], [-1.29, -0.02, -0.32], [-1.47, 1.10, 0.53], [-0.34, 0.33, 0.12], [0.01, 0.07, 0.92], [0.23, 0.56, -0.36], [0.12, -0.07, -0.12], [-0.17, -0.69, -0.55]],
  "charge": 0,
  "orbital_gap_ev": 9.87
}

- Number 2 is which compound?
  C30H25F5